15
Properties=species:S:1:pos:R:3:nbo_charge:R:1 method="wB97M-V/def2-TZVPD" e_homo_ev=-9.18 orbital_gap_ha=0.38634 charge=0 smiles=C1CC1N1CC1 relative_energy_kj_mol=206.1
C -0.0445 -1.6980 0.7483 -0.429
C 0.4860 -0.6846 1.7261 -0.422
C -0.2796 -0.2372 0.5186 -0.070
N 0.4889 0.4015 -0.5142 -0.401
C 0.0792 1.7436 -0.8765 -0.256
C -0.1578 0.6024 -1.7967 -0.260
H 0.6642 -2.1919 0.0908 0.223
H -0.8928 -2.3062 1.0498 0.214
H 0.0250 -0.6066 2.7062 0.213
H 1.5528 -0.4847 1.6981 0.226
H -1.3001 0.1327 0.6672 0.181
H -0.7952 2.1565 -0.3713 0.187
H 0.8777 2.4575 -1.0637 0.201
H 0.4812 0.4576 -2.6651 0.201
H -1.1847 0.2574 -1.9175 0.190